No. 1
{
  "formula": "C34H54CuN3O2P2",
  "method": "ωB97M-V with the def2-TZVPD basis set",
  "species": ["C", "C", "C", "C", "C", "H", "H", "H", "N", "P", "P", "C", "H", "H", "C", "O", "C", "H", "C", "C", "C", "C", "C", "H", "H", "H", "C", "H", "H", "H", "C", "H", "H", "H", "C", "H", "H", "H", "C", "H", "H", "H", "C", "H", "H", "H", "C", "H", "H", "H", "C", "H", "H", "H", "C", "H", "H", "H", "C", "H", "H", "H", "C", "H", "H", "H", "C", "H", "H", "H", "Cu", "N", "C", "C", "C", "C", "C", "H", "C", "H", "C", "H", "H", "H", "C", "N", "C", "C", "O", "H", "H", "H", "H", "H", "H", "H"],
  "xyz": [[2.3341, -1.0828, 0.6402], [2.5587, 0.6783, -0.9209], [3.7157, -1.2700, 0.6878], [3.9734, 0.6105, -0.7845], [4.5414, -0.3745, -0.0016], [4.1005, -2.0937, 1.2860], [4.5576, 1.3222, -1.3606], [5.6232, -0.4692, 0.0757], [1.7814, -0.1284, -0.1184], [0.0403, -0.8934, 2.1612], [0.1982, 1.3526, -2.2570], [1.3795, -1.9554, 1.4568], [0.9234, -2.7152, 0.8041], [1.9245, -2.4933, 2.2407], [-1.7376, 0.9241, 0.2835], [-2.8704, 1.1678, 0.3370], [1.9214, 1.4821, -1.8898], [2.5611, 2.1594, -2.4563], [0.2102, 0.3871, -3.9351], [-0.3695, 3.1611, -2.5425], [-1.2429, -2.1496, 2.7903], [0.9911, -0.1054, 3.6417], [-1.1815, -0.2240, -4.1518], [-1.9701, 0.5395, -4.1863], [-1.1795, -0.7521, -5.1185], [-1.4340, -0.9443, -3.3670], [0.5816, 1.2810, -5.1213], [-0.1643, 2.0550, -5.3347], [1.5711, 1.7376, -4.9912], [0.6425, 0.6424, -6.0165], [1.2691, -0.7221, -3.8750], [1.2188, -1.3058, -4.8091], [2.2804, -0.3009, -3.7956], [1.1057, -1.4066, -3.0377], [-1.7656, 3.1573, -3.1899], [-2.4912, 2.6151, -2.5663], [-2.1058, 4.2003, -3.2771], [-1.7743, 2.7274, -4.1989], [-0.4691, 3.8751, -1.1862], [-1.2074, 3.4078, -0.5254], [0.4994, 3.8960, -0.6719], [-0.7764, 4.9183, -1.3647], [0.6351, 3.9569, -3.3839], [0.7858, 3.5549, -4.3894], [0.2352, 4.9758, -3.5023], [1.6049, 4.0301, -2.8786], [-0.0109, 0.4193, 4.6814], [0.5556, 0.9751, 5.4446], [-0.7382, 1.1112, 4.2330], [-0.5488, -0.3818, 5.2031], [1.7997, 1.0788, 3.0881], [2.6029, 0.7445, 2.4198], [1.1589, 1.7867, 2.5485], [2.2655, 1.6082, 3.9341], [1.9741, -1.0749, 4.3127], [2.4010, -0.5597, 5.1877], [1.4958, -1.9942, 4.6703], [2.8128, -1.3383, 3.6547], [-1.5970, -3.1333, 1.6613], [-0.7614, -3.8075, 1.4266], [-2.4386, -3.7572, 2.0022], [-1.8998, -2.6155, 0.7432], [-2.5086, -1.3574, 3.1648], [-2.8644, -0.7414, 2.3271], [-3.2989, -2.0779, 3.4229], [-2.3554, -0.7071, 4.0350], [-0.7319, -2.9517, 3.9912], [0.1741, -3.5237, 3.7460], [-0.5460, -2.3354, 4.8788], [-1.5150, -3.6768, 4.2637], [-0.1947, 0.0937, -0.2895], [-0.6175, -1.6552, -1.1149], [-0.3822, -2.6574, -1.6796], [-0.3248, -3.9267, -2.3054], [-1.4774, -4.7364, -2.2971], [0.8503, -4.3807, -2.9421], [-1.4602, -5.9759, -2.9364], [-2.3764, -4.3737, -1.7950], [0.8540, -5.6187, -3.5866], [1.7413, -3.7512, -2.9239], [-0.3027, -6.4094, -3.5961], [-2.3547, -6.6044, -2.9243], [1.7639, -5.9628, -4.0860], [-0.3014, -7.3643, -4.1203], [-1.0322, 4.9466, 2.6406], [-1.9299, 3.8579, 3.0248], [-3.1090, 4.1487, 3.8302], [-1.7692, 2.6336, 2.5197], [-0.9126, 2.3726, 1.6328], [-1.0809, 5.6991, 3.4343], [-1.3472, 5.4220, 1.6982], [-0.0046, 4.5736, 2.5381], [-4.0268, 4.0605, 3.2307], [-3.1739, 3.4446, 4.6697], [-3.0176, 5.1678, 4.2068], [-2.4651, 1.8776, 2.9312]],
  "lowdin_charge": [-0.3156, -0.3047, -0.0123, -0.0003, -0.0392, 0.1213, 0.1187, 0.1178, 0.0505, 1.1350, 1.1092, -0.2618, 0.0685, 0.0754, -0.1836, 0.0958, -0.1669, 0.0857, -0.6465, -0.6662, -0.6828, -0.6519, -0.0860, 0.0714, 0.0946, 0.0533, -0.1008, 0.0690, 0.0839, 0.0941, -0.0925, 0.0990, 0.0850, 0.0382, -0.0848, 0.0847, 0.0936, 0.0618, -0.1030, 0.0522, 0.0882, 0.0943, -0.0967, 0.0525, 0.0943, 0.0746, -0.0859, 0.0936, 0.0564, 0.0648, -0.0877, 0.0687, 0.0609, 0.0940, -0.0919, 0.0949, 0.0624, 0.0699, -0.1049, 0.0768, 0.0932, 0.0577, -0.0932, 0.0644, 0.0917, 0.0645, -0.0964, 0.0831, 0.0619, 0.0922, -0.0043, 0.1836, -0.1023, -0.2086, -0.0125, -0.0194, -0.0556, 0.1252, -0.0569, 0.1169, -0.0526, 0.1165, 0.1158, 0.1144, -0.0178, -0.1690, -0.0325, -0.2966, -0.1140, 0.0889, 0.0988, 0.0958, 0.0987, 0.0956, 0.0888, 0.1450],
  "multiplicity": 2,
  "charge": 1,
  "orbital_gap_ev": [6.7, 5.1]
}

---

No. 2
{
  "formula": "C34H54F30N8O20S10",
  "method": "ωB97M-V with the def2-TZVPD basis set",
  "species": ["C", "C", "C", "N", "C", "C", "C", "C", "C", "H", "H", "H", "H", "H", "H", "H", "H", "H", "H", "H", "H", "H", "H", "H", "H", "H", "H", "C", "C", "C", "N", "C", "C", "C", "C", "C", "H", "H", "H", "H", "H", "H", "H", "H", "H", "H", "H", "H", "H", "H", "H", "H", "H", "H", "C", "C", "C", "N", "C", "C", "C", "C", "C", "H", "H", "H", "H", "H", "H", "H", "H", "H", "H", "H", "H", "H", "H", "H", "H", "H", "H", "C", "F", "F", "F", "S", "O", "O", "N", "S", "O", "O", "C", "F", "F", "F", "C", "F", "F", "F", "S", "O", "O", "N", "S", "O", "O", "C", "F", "F", "F", "C", "F", "F", "F", "S", "O", "O", "N", "S", "O", "O", "C", "F", "F", "F", "C", "F", "F", "F", "S", "O", "O", "N", "S", "O", "O", "C", "F", "F", "F", "C", "F", "F", "F", "S", "O", "O", "N", "S", "O", "O", "C", "F", "F", "F"],
  "xyz": [[-7.0513, -12.3915, 21.9076], [-5.6242, -11.9438, 22.1558], [-5.2044, -11.0828, 20.9997], [-3.7333, -10.5590, 20.9184], [-3.1920, -9.8279, 22.1723], [-2.7991, -11.6990, 20.4389], [-2.7641, -11.5272, 18.9667], [-2.5514, -10.0326, 18.7801], [-3.5763, -9.5288, 19.7128], [-7.2298, -13.4089, 22.2559], [-7.3844, -12.3985, 20.8698], [-7.7208, -11.7438, 22.4735], [-4.9566, -12.7887, 22.3251], [-5.4946, -11.4010, 23.0922], [-5.7223, -10.1238, 20.9841], [-5.4078, -11.5325, 20.0278], [-2.2466, -9.3353, 21.9448], [-3.3113, -10.4850, 23.0337], [-3.8991, -9.0213, 22.3661], [-1.7861, -11.6184, 20.8330], [-3.1140, -12.7298, 20.6015], [-1.9136, -12.0214, 18.4972], [-3.6854, -11.9199, 18.5363], [-1.5604, -9.6976, 19.0867], [-2.7067, -9.6358, 17.7768], [-3.3718, -8.5090, 20.0386], [-4.5796, -9.5444, 19.2870], [-1.0384, 1.5287, 9.8184], [0.4338, 1.8791, 10.2093], [0.8686, 1.4054, 11.6222], [2.2013, 1.9924, 12.1931], [2.1776, 3.5109, 12.3545], [3.4417, 1.4646, 11.4454], [4.4043, 0.9329, 12.4988], [3.4812, 0.2001, 13.4612], [2.3136, 1.2139, 13.5281], [-1.1865, 0.4533, 9.7197], [-1.1249, 1.8632, 8.7846], [-1.7997, 1.9722, 10.4602], [0.4510, 2.9682, 10.1694], [1.1430, 1.5720, 9.4407], [0.7989, 0.3313, 11.7938], [0.1449, 1.7755, 12.3484], [3.1749, 3.6090, 12.7833], [1.3914, 3.7879, 13.0570], [2.1812, 4.0725, 11.4204], [4.0176, 2.1538, 10.8278], [3.0526, 0.6352, 10.8548], [5.1242, 1.6501, 12.8930], [5.1582, 0.1990, 12.2142], [3.8737, -0.0504, 14.4467], [3.0518, -0.7224, 13.0705], [2.5339, 2.0226, 14.2249], [1.4521, 0.7032, 13.9583], [-1.6456, -2.1857, 11.2441], [-1.8981, -3.6419, 11.4361], [-2.3851, -3.9551, 12.9234], [-1.8663, -5.2795, 13.5793], [-2.2183, -6.4880, 12.5937], [-2.3767, -5.4586, 15.0525], [-1.5162, -6.6176, 15.5443], [-0.0870, -6.4292, 14.8764], [-0.3714, -5.3537, 13.8102], [-1.4481, -2.0124, 10.1862], [-0.9083, -1.8184, 11.9580], [-2.5108, -1.5767, 11.5058], [-0.9940, -4.1574, 11.1122], [-2.6527, -4.0814, 10.7838], [-3.4555, -3.9445, 13.1290], [-2.0035, -3.2032, 13.6141], [-3.2929, -6.4435, 12.4164], [-1.8733, -7.3807, 13.1153], [-1.6344, -6.3638, 11.6818], [-3.4543, -5.6053, 15.1264], [-2.0117, -4.5804, 15.5848], [-1.8387, -7.6402, 15.7401], [-1.4651, -6.2554, 16.5711], [0.2421, -7.4157, 14.5500], [0.7846, -6.1086, 15.4469], [0.1812, -5.5022, 12.8824], [-0.0053, -4.3672, 14.0946], [-8.7178, -10.9752, 16.8267], [-8.4001, -12.2537, 17.2262], [-9.4140, -10.9202, 15.6413], [-9.3201, -10.3456, 17.7773], [-6.9978, -10.0014, 16.7011], [-6.2436, -10.3170, 17.8758], [-6.4181, -10.6103, 15.5259], [-7.4196, -8.2836, 16.5628], [-6.4277, -7.8316, 15.3287], [-5.0597, -8.3097, 15.5634], [-7.0489, -8.1021, 14.0757], [-6.5302, -5.9271, 15.5468], [-5.6628, -5.5881, 16.5442], [-6.1548, -5.2913, 14.3618], [-7.7457, -5.4900, 15.9802], [0.0967, -11.5964, 8.5865], [0.5995, -10.6883, 7.7301], [-0.9199, -11.0392, 9.2095], [-0.3668, -12.6462, 7.9365], [1.4349, -12.1505, 10.0404], [0.9393, -13.3900, 10.6466], [2.6888, -12.2387, 9.3146], [1.4830, -11.0472, 11.3301], [1.6397, -9.6684, 10.7126], [2.4659, -9.5544, 9.5261], [0.3471, -8.9483, 10.5721], [2.5364, -8.7064, 12.1634], [3.6570, -9.3802, 12.5711], [2.8448, -7.4742, 11.7438], [1.6859, -8.6428, 13.1607], [-2.7080, -11.5489, 15.1396], [-3.7333, -12.3675, 15.2083], [-2.9996, -10.3044, 15.4089], [-1.8551, -12.0820, 15.9906], [-1.8850, -11.5846, 13.3397], [-2.9240, -11.2400, 12.3992], [-0.7575, -10.6759, 13.3917], [-1.2325, -13.2331, 13.1561], [-1.7568, -13.8134, 11.8338], [-2.0882, -13.0751, 10.6269], [-1.0146, -15.0353, 11.5539], [-3.5602, -14.3785, 12.4027], [-4.0801, -13.2971, 12.9753], [-4.1608, -14.7881, 11.3338], [-3.5460, -15.3625, 13.2480], [-3.9071, -1.3212, 15.2056], [-4.9424, -0.8361, 15.9367], [-3.5822, -2.5575, 15.4845], [-4.1539, -1.2876, 13.8738], [-2.4539, -0.1477, 15.6134], [-1.6959, -0.0512, 14.3616], [-3.1262, 1.0932, 15.9945], [-1.7921, -0.9270, 16.9798], [-0.4499, -1.4628, 16.4964], [-0.5477, -2.5339, 15.5367], [0.4924, -0.4172, 16.2879], [0.1754, -2.3192, 18.1002], [1.2486, -1.6439, 18.6835], [-0.8038, -2.3192, 18.9580], [0.6133, -3.5406, 17.7940], [-3.6396, 1.2102, 6.4496], [-3.2991, 2.4278, 5.8750], [-3.6808, 0.2467, 5.5736], [-2.7077, 0.9251, 7.3442], [-5.2991, 1.4525, 7.2695], [-5.2211, 2.3471, 8.4096], [-6.1138, 1.9132, 6.1808], [-5.7839, -0.2679, 7.6829], [-5.3631, -0.2868, 9.2043], [-3.9616, -0.0343, 9.4135], [-6.3409, 0.2054, 10.1040], [-5.4561, -2.2752, 9.3155], [-4.6135, -2.6645, 8.3585], [-5.0802, -2.6930, 10.5421], [-6.7493, -2.7298, 9.1746]],
  "lowdin_charge": [-0.1152, -0.3223, -0.1373, -0.1810, -0.2390, -0.1520, -0.1857, -0.1570, -0.1119, 0.0648, 0.0747, 0.0672, 0.0813, 0.0530, 0.1284, 0.1130, 0.0407, -0.0070, 0.0300, 0.1044, 0.1183, 0.1180, 0.1252, 0.1149, 0.1147, 0.1143, 0.0960, -0.0676, -0.2057, -0.1034, -0.2207, 0.0394, -0.0895, -0.1781, -0.1280, -0.0987, 0.0606, 0.0654, 0.0958, 0.0923, 0.1027, 0.1334, 0.1307, 0.0970, 0.1162, 0.1009, 0.1321, 0.1351, 0.1150, 0.1201, 0.1304, 0.1262, 0.1265, 0.1222, -0.1143, -0.2103, -0.0694, -0.2008, 0.1015, -0.0675, -0.1278, -0.1002, -0.1276, 0.0803, 0.0676, 0.0714, 0.1039, 0.1034, 0.1230, 0.0834, 0.1106, 0.1044, 0.0965, 0.1178, 0.1061, 0.1100, 0.1015, 0.0922, 0.1105, 0.1256, 0.1048, -0.5957, 0.0940, 0.1092, 0.1448, 0.6522, -0.3258, -0.3267, -0.3021, 0.5685, -0.3436, -0.2947, -0.5503, 0.0733, 0.0679, 0.1000, -0.6250, 0.1107, 0.1250, 0.1486, 0.6912, -0.3371, -0.3476, -0.2818, 0.5223, -0.3376, -0.3496, -0.6326, 0.0877, 0.1054, 0.1225, -0.6826, 0.1436, 0.1478, 0.1248, 0.6965, -0.3139, -0.3385, -0.2816, 0.5224, -0.3197, -0.3463, -0.7276, 0.0863, 0.1524, 0.1492, -0.6211, 0.1193, 0.1422, 0.1231, 0.6888, -0.3456, -0.3159, -0.2865, 0.4971, -0.3208, -0.3175, -0.6150, 0.0659, 0.1479, 0.1228, -0.6694, 0.0737, 0.1712, 0.1115, 0.6782, -0.3166, -0.3197, -0.2690, 0.5007, -0.3450, -0.2931, -0.5840, 0.1106, 0.0985, 0.0842],
  "multiplicity": 2,
  "charge": -3,
  "orbital_gap_ev": [0.6, 5.3]
}

---

> Which value of multiplicity does entry 2 give?

2